DFT (the ωB97M-V functional and the def2-TZVPD basis) results for a 17-piece molecular cluster, C61H114N15O19 overall in a non-equilibrium geometry.

```
! wB97M-V def2-TZVPD RIJCOSX def2/J DEFGRID3
* xyz 1 1
C 9.23316 -0.72772 -1.70688
C 8.88070 -1.26730 -3.12720
N 7.44470 -1.67317 -3.15278
C 6.86395 -2.95593 -2.93284
C 5.49715 -2.83036 -3.06228
N 5.23367 -1.59161 -3.57923
C 6.38236 -0.88730 -3.47119
C 3.90880 -1.16421 -3.95980
H 8.91154 -1.37017 -0.88718
H 8.79181 0.26418 -1.60976
H 10.29434 -0.47907 -1.69304
H 9.46833 -2.12811 -3.44622
H 8.91838 -0.53971 -3.93794
H 7.50925 -3.79804 -2.73082
H 4.82375 -3.65927 -2.90152
H 6.40828 0.12294 -3.85217
H 3.60886 -0.27443 -3.40624
H 3.14335 -1.91561 -3.76594
H 3.83175 -1.01872 -5.03730
C 1.95752 0.79166 -0.36853
C 1.03927 0.11948 -1.26845
N -0.16046 -0.19842 -0.57148
C -0.31234 -1.08750 0.46846
C -1.52818 -0.83500 1.09512
N -2.21852 0.05327 0.40097
C -1.37486 0.50441 -0.57420
C -3.58680 0.42115 0.74653
H 2.15130 0.11627 0.46477
H 1.57896 1.67475 0.14619
H 2.86463 1.22932 -0.78531
H 1.49439 -0.78861 -1.66385
H 0.74239 0.77680 -2.08570
H 0.39654 -1.85136 0.75201
H -1.96954 -1.34412 1.93915
H -1.59211 1.22379 -1.34989
H -3.71941 0.63732 1.80662
H -4.21264 -0.39664 0.38928
H -3.82162 1.22717 0.05134
C 3.50195 6.42856 -5.09229
C 2.10166 6.44641 -4.39667
N 2.36701 6.38705 -2.92565
C 2.49720 7.47232 -2.09426
C 2.59684 7.00617 -0.76923
N 2.44354 5.60887 -0.81484
C 2.39030 5.25187 -2.12941
C 2.51274 4.75807 0.32925
H 3.64431 6.52418 -6.16872
H 3.89213 5.44349 -4.83640
H 4.26086 7.01336 -4.57251
H 1.54573 5.58032 -4.75575
H 1.62512 7.38489 -4.67999
H 2.43484 8.48124 -2.47449
H 2.62201 7.57812 0.14654
H 2.16260 4.25416 -2.47454
H 1.69297 4.04843 0.21749
H 2.44199 5.24484 1.30195
H 3.46934 4.23708 0.28952
C -6.84860 -1.01867 3.74305
C -6.61293 0.51876 3.87874
N -7.79309 1.39918 3.87186
C -8.67523 1.68642 4.90112
C -9.65553 2.40174 4.35415
N -9.28763 2.73226 3.08435
C -8.08734 2.13180 2.77282
C -10.13857 3.58499 2.16950
H -6.93798 -1.31909 2.69909
H -7.76347 -1.41353 4.18486
H -6.01803 -1.54410 4.21441
H -5.85320 0.84942 3.17052
H -6.08510 0.66425 4.82125
H -8.59947 1.26558 5.89287
H -10.61710 2.71875 4.73002
H -7.56918 2.18643 1.82681
H -10.97554 3.94022 2.77067
H -10.55232 3.02036 1.33398
H -9.47370 4.32502 1.72408
C -1.48560 -9.18588 4.30604
C -0.56047 -9.07416 3.14020
N -0.17455 -7.70303 2.86979
C 1.11795 -7.21320 3.00725
C 1.11329 -5.83547 2.81745
N -0.18084 -5.47777 2.60724
C -0.95830 -6.59053 2.54105
C -0.66072 -4.12255 2.58950
H -1.04853 -8.73844 5.19871
H -1.79232 -10.19635 4.57616
H -2.46055 -8.73242 4.12728
H -0.90447 -9.62654 2.26576
H 0.29587 -9.60658 3.55409
H 1.94119 -7.86626 3.25665
H 1.86406 -5.05912 2.81215
H -2.02012 -6.43696 2.41711
H -0.17342 -3.68290 1.71925
H -0.38181 -3.54721 3.47228
H -1.74493 -4.22938 2.55503
C 0.39287 6.39834 6.12492
C 1.36589 5.88424 5.00850
N 0.80680 4.80653 4.28501
C 0.49008 3.53761 4.80400
C -0.27551 2.81250 3.80095
N -0.40874 3.68622 2.71381
C 0.21979 4.90972 3.02290
C -1.05009 3.36990 1.50322
H 0.56596 5.92283 7.09033
H -0.67317 6.48493 5.91481
H 0.66574 7.41393 6.41166
H 2.40714 5.71135 5.28053
H 1.48447 6.68175 4.27500
H 0.99866 3.26000 5.71542
H -0.64978 1.79946 3.80931
H 0.08492 5.79746 2.42278
H -1.20875 4.21044 0.82764
H -1.96108 2.77555 1.57356
H -0.27537 2.77355 1.02127
C -0.44501 -0.16169 -5.62954
C -0.99153 0.72586 -4.62437
O -1.87809 0.38279 -3.87566
N -0.58437 2.21400 -4.61775
H -0.74354 2.61866 -3.70615
H 0.41579 2.33543 -4.68863
C -1.38121 2.98734 -5.70303
H 0.12963 0.49571 -6.28201
H -1.27309 -0.61402 -6.17525
H 0.10445 -0.97293 -5.15196
H -0.96078 3.99227 -5.66484
H -2.46835 2.90865 -5.69889
H -0.99785 2.57083 -6.63451
C 5.91225 -0.20556 1.21442
C 5.87587 -1.65886 0.81261
O 6.73870 -2.16906 0.10732
N 4.80605 -2.57846 1.46393
H 5.21927 -3.36436 1.94529
H 4.21181 -2.01753 2.05751
C 3.79933 -3.19076 0.43891
H 4.95602 0.16279 0.84289
H 6.61600 0.42782 0.67436
H 5.98096 0.00617 2.28144
H 4.15599 -4.03056 -0.15744
H 3.45118 -2.44988 -0.28079
H 2.99939 -3.71339 0.96338
C -1.62362 -2.56434 -2.62695
C -2.51332 -3.44444 -3.53257
O -2.62262 -3.28825 -4.71143
N -3.24679 -4.56289 -2.87357
H -3.40267 -4.35715 -1.89711
H -4.20598 -4.59983 -3.18771
C -2.54755 -5.91326 -3.01437
H -2.06843 -2.06988 -1.76338
H -1.03182 -1.85532 -3.20589
H -1.01182 -3.36602 -2.21328
H -1.67819 -5.88197 -2.35761
H -2.20216 -6.11673 -4.02798
H -3.28394 -6.63343 -2.65772
C -7.81357 -2.01605 0.09230
C -9.06072 -1.19632 -0.33717
O -9.63195 -1.34832 -1.43496
O -9.32133 -0.24007 0.44350
H -6.90812 -1.41759 0.19286
H -7.65486 -2.75714 -0.69108
H -7.91982 -2.49467 1.06582
C 1.07094 -5.69710 -1.20385
C 2.16125 -4.89287 -1.86772
O 1.92226 -3.67666 -2.09043
O 3.27790 -5.50932 -2.00180
H 1.46599 -6.31401 -0.39672
H 0.68736 -6.43183 -1.91176
H 0.29333 -5.05505 -0.79008
C -1.48747 5.35784 -1.90536
C -1.34152 3.88230 -1.96934
O -2.28730 3.18958 -2.42802
O -0.25906 3.36659 -1.54325
H -0.47415 5.72783 -1.74921
H -2.01943 5.74706 -1.03724
H -1.93758 5.80000 -2.79418
C 4.22370 2.59937 -5.58627
C 2.70516 2.42783 -5.40852
O 1.91746 2.96482 -6.23217
O 2.19044 1.76090 -4.52034
H 4.41719 3.18191 -6.48700
H 4.70406 1.62573 -5.68310
H 4.63530 3.13845 -4.73300
C -4.32845 -3.22112 1.74031
C -3.92570 -3.65350 0.32649
O -3.20109 -4.62021 0.03608
O -4.21507 -2.90567 -0.61108
H -4.09552 -2.16542 1.87936
H -3.95544 -3.83621 2.55923
H -5.41090 -3.34780 1.72161
C 5.22281 2.67451 -2.08339
C 6.30874 2.82946 -0.98114
O 7.48529 2.85279 -1.24390
O 5.79496 2.84271 0.12555
H 5.41659 1.82178 -2.73410
H 5.17580 3.56527 -2.70984
H 4.21134 2.60217 -1.68365
C 1.10966 -0.21550 3.33933
C 2.27444 -1.18845 3.21410
O 3.43892 -0.76122 3.18037
O 1.92139 -2.35407 2.95518
H 0.99190 0.41403 2.45732
H 1.32798 0.41549 4.20089
H 0.12298 -0.60958 3.58276
C -2.13936 -0.58893 6.47916
C -2.31644 -1.15792 5.02936
O -2.25492 -2.37437 4.89955
O -2.66298 -0.39645 4.10739
H -1.25966 -0.95543 7.00822
H -3.03609 -0.89758 7.01647
H -2.07392 0.49006 6.33916
*
```

LUMO level = -0.0963 hartree
total energy = -4643.15287 Eh
HOMO-LUMO gap = 4.68 eV
highest occupied orbital energy = -7.2960 eV